(1)
ORCA calculation (ωB97M-V/def2-TZVPD) on a structure of composition C4H7NO.

Summary:
LUMO energy ... 0.19 eV
Net charge ... 0
Electronic energy ... -7794.975 eV
Energy relative to the best compared isomer or geometry (same formula, charge and spin) ... 107.7 kcal/mol
Frontier orbital gap ... 0.3458 Ha

Last column: Mulliken charge in e.
Cartesian coordinates (Å):
H  0.26  -0.99  -1.71  0.268
H  -1.97  -0.84  0.98  0.314
C  1.00  0.74  -0.66  -0.635
C  -0.95  -0.73  0.60  -0.287
C  0.03  0.06  -1.51  -0.331
H  1.04  1.82  -0.62  0.314
H  -0.29  0.60  -2.40  0.255
C  -0.10  -0.07  1.74  0.181
H  1.97  0.25  -0.42  0.371
H  0.68  0.47  1.16  0.207
N  -0.88  0.27  -0.42  -0.454
O  -0.30  0.13  2.90  -0.464
H  -0.50  -1.72  0.36  0.260



(2)
ORCA calculation (ωB97M-V/def2-TZVPD) on the molecule C6H10O.

Summary:
LUMO energy (alpha / beta) ... -0.25 / -0.25 eV
Net charge ... 0
Electronic energy ... -8427.288 eV
Energy relative to the best compared isomer or geometry (same formula, charge and spin) ... 91.1 kcal/mol
Frontier orbital gap (alpha / beta) ... 0.2532 / 0.2534 Ha

Last column: Mulliken charge in e.
Cartesian coordinates (Å):
H  2.32  0.80  1.38  0.191
H  0.91  -2.48  0.02  0.339
O  -0.55  -0.26  1.68  -0.438
C  1.86  1.54  0.69  -0.376
C  -0.19  2.07  -0.74  -1.373
H  0.19  3.09  -0.64  0.408
C  -0.49  -0.94  -0.58  -0.153
C  -0.09  0.03  0.48  0.361
H  -1.26  2.06  -0.48  0.317
H  -0.46  -3.09  -0.92  0.368
H  -0.68  -2.62  0.78  0.320
C  0.61  1.24  0.23  -0.019
C  -0.16  -2.37  -0.15  -1.241
H  -0.10  1.74  -1.78  0.280
H  -1.57  -0.84  -0.77  0.281
H  0.03  -0.68  -1.51  0.294
H  -0.34  0.51  2.25  0.442



(3)
ORCA calculation (ωB97M-V/def2-TZVPD) on the molecule C4H2ClFS2.

Summary:
LUMO energy ... -2.46 eV
SMILES string ... F/C(Cl)=C/C(=S)C=S
Net charge ... 0
Electronic energy ... -41087.149 eV
Energy relative to the best compared isomer or geometry (same formula, charge and spin) ... 39.1 kcal/mol
Frontier orbital gap ... 0.2449 Ha

Last column: Mulliken charge in e.
Cartesian coordinates (Å):
S  1.50  0.37  2.69  -0.157
C  -0.16  0.48  -1.88  0.477
Cl  -1.65  0.18  -2.70  -0.068
C  -0.21  -0.39  0.53  0.594
H  1.05  0.92  -0.33  0.320
C  0.22  0.31  -0.59  -0.509
C  0.32  -0.58  1.82  -0.591
F  0.79  1.17  -2.44  -0.173
S  -1.49  -1.40  0.39  -0.256
H  -0.36  -1.05  2.51  0.363



What did the first record say?
ORCA calculation (ωB97M-V/def2-TZVPD) on a structure of composition C4H7NO.

Summary:
LUMO energy ... 0.19 eV
Net charge ... 0
Electronic energy ... -7794.975 eV
Energy relative to the best compared isomer or geometry (same formula, charge and spin) ... 107.7 kcal/mol
Frontier orbital gap ... 0.3458 Ha

Last column: Mulliken charge in e.
Cartesian coordinates (Å):
H  0.26  -0.99  -1.71  0.268
H  -1.97  -0.84  0.98  0.314
C  1.00  0.74  -0.66  -0.635
C  -0.95  -0.73  0.60  -0.287
C  0.03  0.06  -1.51  -0.331
H  1.04  1.82  -0.62  0.314
H  -0.29  0.60  -2.40  0.255
C  -0.10  -0.07  1.74  0.181
H  1.97  0.25  -0.42  0.371
H  0.68  0.47  1.16  0.207
N  -0.88  0.27  -0.42  -0.454
O  -0.30  0.13  2.90  -0.464
H  -0.50  -1.72  0.36  0.260



Which value of net charge does entry 2 give? 0



What is the energy relative to the best compared isomer or geometry (same formula, charge and spin) in the first record? 107.7 kcal/mol